Below is C29H28F7I2N10O9RuS3 as an isolated structure in a non-equilibrium geometry, with properties calculated with wB97M-V/def2-TZVPD.

Geometry (Å):
Ru 11.92 13.08 13.14
I 14.32 11.34 6.25
C 14.11 11.69 8.26
C 14.07 10.56 9.06
C 13.93 10.76 10.42
I 13.93 9.11 11.73
C 13.73 12.05 11.01
O 13.54 12.14 12.30
C 13.74 13.17 10.16
C 13.64 14.58 10.78
N 12.43 14.76 11.60
C 12.53 16.00 12.36
C 11.52 16.11 13.49
C 11.26 17.36 14.09
C 10.41 17.40 15.13
C 9.73 16.24 15.59
C 10.08 15.06 15.04
N 10.98 14.99 14.00
C 13.97 12.96 8.80
H 14.21 9.55 8.66
H 13.74 15.38 9.97
H 14.46 14.81 11.45
H 11.61 14.76 11.01
H 12.46 16.89 11.72
H 13.43 15.96 12.96
H 11.76 18.24 13.67
H 10.11 18.32 15.60
H 8.79 16.28 16.11
H 9.53 14.16 15.23
H 13.94 13.84 8.20
C 11.21 8.61 15.21
N 11.63 9.76 16.04
C 12.08 9.66 17.46
C 12.00 11.10 17.92
N 11.29 11.75 16.82
C 11.23 10.98 15.76
S 10.40 11.45 14.36
H 10.21 8.42 15.45
H 11.78 7.72 15.47
H 11.33 8.85 14.16
H 13.12 9.26 17.48
H 11.46 8.92 17.99
H 12.96 11.57 18.06
H 11.40 11.22 18.81
H 11.48 12.73 16.73
N 6.12 12.99 11.98
C 6.20 13.38 13.28
C 7.19 12.96 14.18
N 7.19 13.37 15.43
C 6.19 14.11 15.90
C 5.23 14.58 15.01
N 5.28 14.26 13.70
H 6.56 12.07 11.86
H 5.23 13.20 11.54
H 7.96 12.18 13.82
H 6.16 14.28 16.94
H 4.45 15.22 15.34
F 11.48 8.22 8.68
C 10.56 8.84 9.43
C 10.28 10.14 9.22
N 9.25 10.80 9.91
C 9.09 12.23 9.81
C 9.95 12.95 10.82
O 9.78 14.20 10.80
O 10.67 12.26 11.55
C 8.73 10.24 11.04
O 7.96 10.75 11.84
N 9.13 8.93 11.26
C 10.04 8.12 10.61
O 10.27 6.97 10.96
H 10.63 10.58 8.28
H 8.04 12.48 10.04
H 9.25 12.60 8.80
H 8.71 8.57 12.08
F 15.10 15.34 17.59
C 14.08 14.87 16.95
F 13.26 15.94 16.83
F 13.46 13.99 17.74
S 14.54 14.11 15.33
O 13.27 13.38 15.10
O 14.91 15.18 14.41
N 15.73 13.21 15.61
S 15.78 11.84 16.41
O 16.36 12.09 17.68
O 14.60 11.02 16.22
C 17.08 10.93 15.41
F 18.12 11.73 15.20
F 17.48 9.91 16.18
F 16.54 10.48 14.28

Its molecular weight is 1244.7 g/mol. The HOMO-LUMO gap (spin up / spin down) comes out at 3.444 / 5.617 eV. The spin multiplicity is 6. The value obtained for the highest occupied orbital energy (spin up / spin down) is -0.19188 / -0.30296 Ha.